1.
17
Properties=species:S:1:pos:R:3 method="wB97M-V/def2-TZVPD" largest_force_ev_per_a=5.310 e_tot_ev=-9792.990 mol_weight_g_mol=111.15 relative_energy_kj_mol=817.9 lumo_energy_ev=0.806 orbital_gap_ev=9.8
C 1.00277 1.68607 -1.35323
C 1.21802 -1.01547 0.46701
C 0.14185 -0.44721 1.45940
C -1.27373 -0.25595 0.99210
C -0.41833 0.70275 0.40779
H 2.36904 1.56699 -0.84062
H 0.47796 2.96272 -1.07539
H 0.93706 1.16318 -2.39475
H 2.28000 -1.51910 0.73624
H 0.49854 -0.42593 2.46270
H -1.57570 0.16481 1.97220
H -1.91485 -0.59682 -0.99487
H -1.46291 -2.12191 -0.29210
H -0.72994 1.83940 0.57207
N 0.05447 0.50899 -0.88754
N 1.20334 -0.43464 -0.72972
N -1.95821 -1.08214 -0.09472

***

2.
17
Properties=species:S:1:pos:R:3 method="wB97M-V/def2-TZVPD" largest_force_ev_per_a=0.408 e_tot_ev=-9797.200 mol_weight_g_mol=111.15 relative_energy_kj_mol=411.7 lumo_energy_ev=0.115 orbital_gap_ev=8.7
C 0.35455 -0.79214 1.94363
C 0.03922 -0.55436 -1.19058
C -0.48585 -0.13251 0.88278
N 0.52948 1.91046 -0.48845
C -0.18330 1.66493 -1.55817
C 0.63091 -1.72788 -1.15701
N -0.43048 0.39487 -1.92115
N -1.74383 -0.05880 0.99331
H -2.16684 0.40699 0.18489
H 0.46711 2.86467 -0.14690
H 0.19168 0.83907 0.26069
H -0.67047 2.44076 -2.14359
H 1.33528 -1.07394 1.56125
H -0.15056 -1.66619 2.35763
H 0.51059 -0.07708 2.75622
H 1.07800 -2.10862 -2.06892
H 0.69451 -2.33025 -0.26564

***

3.
17
Properties=species:S:1:pos:R:3 method="wB97M-V/def2-TZVPD" smiles="[H]/N=C(/N)C(C)(C)C#N" largest_force_ev_per_a=4.863 e_tot_ev=-9800.531 mol_weight_g_mol=111.15 relative_energy_kj_mol=90.3 lumo_energy_ev=0.699 orbital_gap_ev=10.1
C -0.96487 -0.20906 1.44112
C 0.08695 0.23922 0.47687
C 0.36914 1.65734 0.71887
C 1.28870 -0.61521 0.64099
C -0.57323 0.05180 -0.96061
H -0.62495 -0.05023 2.47492
H -1.26100 -1.27558 1.37926
H -1.85629 0.43306 1.29309
H 0.91989 1.89636 1.61875
H -0.49425 2.39951 0.71618
H 1.03689 2.08936 -0.13030
H 0.25611 -1.82120 -1.25126
H -0.74336 -1.11301 -2.56518
H -1.56511 1.68481 -0.90567
N 2.15722 -1.41038 0.76427
N -0.47532 -1.15473 -1.57772
N -1.24019 0.99545 -1.54845

***

4.
17
Properties=species:S:1:pos:R:3 method="wB97M-V/def2-TZVPD" largest_force_ev_per_a=6.396 e_tot_ev=-9798.483 mol_weight_g_mol=111.15 relative_energy_kj_mol=287.9 lumo_energy_ev=0.743 orbital_gap_ev=9.1
C 0.48732 0.18441 1.95832
C 0.18161 -0.64473 0.57177
C 1.04443 0.12930 -1.34913
C -0.35630 0.47604 -1.45985
C -0.98636 0.11776 -0.27342
H 0.44201 1.36170 1.57821
H -0.46673 0.02768 2.54673
H 1.42807 -0.02849 2.45928
H -0.13044 -1.63585 0.68112
H 2.05377 -1.25466 0.07915
H 1.67752 0.94476 -2.99169
H -0.88920 1.18422 -2.20317
H -2.32391 -0.78264 0.74973
H -3.19952 0.12587 -0.32607
N 1.45439 -0.50963 -0.10970
N 1.95174 0.23843 -2.16953
N -2.36842 0.06585 0.25827

***

5.
17
Properties=species:S:1:pos:R:3 method="wB97M-V/def2-TZVPD" smiles="C=C[C@H](N)/C=N/N=C" largest_force_ev_per_a=2.713 e_tot_ev=-9798.370 mol_weight_g_mol=111.15 relative_energy_kj_mol=298.8 lumo_energy_ev=0.789 orbital_gap_ev=10.2
C 1.13863 -0.57560 0.52474
C 1.38629 0.90870 0.40583
C 2.23827 1.54297 -0.34802
C -0.30865 -0.81813 0.19565
C -3.28146 0.50160 -0.10140
H 2.05339 -0.92827 -1.28168
H 2.89674 -1.42080 0.04451
H 1.34445 -0.92313 1.57463
H 0.65518 1.43968 1.03023
H 2.05923 2.64676 -0.37814
H 2.82007 1.02775 -1.06005
H -0.47335 -1.85460 -0.06452
H -4.30026 0.25854 -0.44250
H -3.04214 1.44037 0.44148
N 1.93874 -1.34609 -0.37660
N -1.14011 0.11715 0.11721
N -2.37747 -0.34870 -0.30129

***

6.
17
Properties=species:S:1:pos:R:3 method="wB97M-V/def2-TZVPD" largest_force_ev_per_a=5.928 e_tot_ev=-9798.916 mol_weight_g_mol=111.15 relative_energy_kj_mol=246.1 lumo_energy_ev=0.085 orbital_gap_ev=9.5
C -0.22573 0.36354 -2.37445
C 0.51744 -1.46575 1.18952
C -0.06123 0.06443 1.46241
C 0.28771 0.51221 0.10030
C -0.71784 0.19667 -0.97593
N -0.08194 0.54248 2.60281
N 1.25356 1.31201 -0.17542
N -1.92559 -0.11131 -0.76726
H -0.31589 1.52516 2.70391
H 1.90159 1.47923 0.59313
H -2.19398 -0.15155 0.21746
H 0.60419 -0.32184 -2.56190
H 0.15774 1.37819 -2.50297
H -1.03309 0.18143 -3.07255
H 1.36431 -1.66973 0.53364
H -0.35321 -2.02908 0.84900
H 0.82196 -1.80610 2.17828

***

7.
17
Properties=species:S:1:pos:R:3 method="wB97M-V/def2-TZVPD" smiles="NC[C@@H]1[C@H]2CC=NN12" largest_force_ev_per_a=4.064 e_tot_ev=-9798.141 mol_weight_g_mol=111.15 relative_energy_kj_mol=320.9 lumo_energy_ev=1.030 orbital_gap_ev=10.1
C 2.01535 0.49983 0.11711
C 0.56480 0.19535 -0.13668
C -0.60197 0.94314 0.41631
C -1.88132 0.92021 -0.39605
C -2.17218 -0.52072 -0.32242
H 3.83315 -0.34399 0.07504
H 2.48657 -1.38845 -0.24517
H 2.22610 0.57413 1.15522
H 2.11774 1.48833 -0.36320
H 0.63292 -0.02762 -1.28419
H -0.52486 1.59661 1.25974
H -2.57135 1.60710 0.08454
H -1.74664 1.24002 -1.42902
H -3.00672 -1.09246 -0.82897
N 2.90192 -0.43990 -0.46422
N -1.32839 -1.34062 0.20991
N -0.28711 -0.48813 0.75523

***

8.
17
Properties=species:S:1:pos:R:3 method="wB97M-V/def2-TZVPD" smiles="[H]/N=C/N(C=C)/N=C/C" largest_force_ev_per_a=5.072 e_tot_ev=-9797.243 mol_weight_g_mol=111.15 relative_energy_kj_mol=407.5 lumo_energy_ev=0.810 orbital_gap_ev=8.8
C 3.13295 -0.15160 0.00622
C 1.60759 0.01496 0.24290
C -1.61668 -1.26502 -0.07751
C -2.89627 -0.93971 0.20276
C -0.79092 1.07627 -0.25554
H 3.52130 -0.52978 1.09944
H 3.33357 -1.04137 -0.66588
H 3.65694 0.91970 -0.18024
H 1.26985 0.89858 0.91889
H -1.15064 -2.28772 -0.29228
H -3.24249 0.05533 0.25898
H -3.70619 -1.72638 0.32195
H 0.17266 1.55298 -0.66565
H -1.54706 2.75109 0.04228
N 0.74538 -0.67457 -0.51165
N -0.62246 -0.36487 -0.36579
N -1.86753 1.71209 -0.07890

***

9.
17
Properties=species:S:1:pos:R:3 method="wB97M-V/def2-TZVPD" largest_force_ev_per_a=3.695 e_tot_ev=-9796.956 mol_weight_g_mol=111.15 relative_energy_kj_mol=435.2 lumo_energy_ev=0.634 orbital_gap_ev=8.3
C 2.12862 0.90712 0.25240
C -1.62290 1.47196 -0.21956
N 1.00284 0.33620 -0.48822
C -0.83289 0.23854 -0.19649
C -0.75594 -1.02532 0.13291
N -1.60983 -2.09614 0.13917
C 0.75298 -1.37545 -0.07926
N 1.46414 -2.27886 0.22362
H 1.19590 0.27427 -1.48691
H -1.09285 -2.97012 0.22931
H -2.36094 -2.03796 0.81409
H 2.35409 1.89940 -0.14483
H 3.02630 0.29004 0.17333
H 1.86971 0.97830 1.30993
H -1.50660 2.00936 -1.16580
H -1.32887 2.15015 0.58750
H -2.68376 1.22852 -0.08118

***

10.
17
Properties=species:S:1:pos:R:3 method="wB97M-V/def2-TZVPD" largest_force_ev_per_a=6.006 e_tot_ev=-9792.243 mol_weight_g_mol=111.15 relative_energy_kj_mol=890.0 lumo_energy_ev=0.099 orbital_gap_ev=9.1
C 0.45920 0.04020 -1.58557
C 0.37985 0.95312 -0.45017
C -1.32984 -0.47260 0.14594
C -0.56007 -1.39033 0.95323
C 1.27205 0.91242 0.74695
H 0.02451 -0.96514 -1.27246
H 1.41514 -0.07223 -2.08580
H -0.05468 0.28438 -2.50056
H 0.86678 1.87530 -0.72381
H -0.38608 1.12404 1.72511
H -2.67138 -0.81696 0.35786
H -1.16686 -0.71214 -1.01204
H -0.99181 -2.32143 1.11395
H 1.80531 1.72133 1.21036
N -0.99905 1.10859 0.27868
N 0.63747 -1.23951 1.45806
N 1.29946 -0.02905 1.64028